Entry from OMol25: the molecule C4H6N2O at a distorted geometry (wB97M-V/def2-TZVPD).

Summary:
HOMO energy, eV: -8.96
Multiplicity: 1
ΔE to the lowest compared entry with this formula, charge and spin, kcal per mole: 75.3
SMILES string: C1=NCN[C@@]12CO2
E, eV: -9270.235

Atoms and positions in Å:
C 1.03235 0.93017 -0.44835
N 1.65719 0.74356 0.64530
C 1.06035 -0.43060 1.19471
N 0.27230 -1.14812 0.22804
C -0.01143 -0.09200 -0.64202
C -1.47216 0.35346 -0.71287
O -0.73158 -0.31310 -1.77260
H 1.19519 1.79680 -1.07643
H 0.20134 0.04188 1.83399
H 1.71151 -1.13196 1.71292
H -0.56028 -1.52812 0.68381
H -1.70613 1.38300 -0.96686
H -2.31422 -0.26081 -0.37092

natural (NBO) population analysis, charges in e, atoms 1 to 6: number 1, C, carries 0.07; number 2, N, carries -0.35; number 3, C, carries -0.09; number 4, N, carries -0.61; number 5, C, carries 0.30; number 6, C, carries -0.17

---

Entry from OMol25: a structure of composition C29H23BClF4N7O4Ta (wB97M-V/def2-TZVPD).

Summary:
HOMO energy, eV: -16.08
Multiplicity: 1
Net charge: +3
ΔE to the lowest compared entry with this formula, charge and spin, kcal per mole: 119.6
E, eV: -74668.635

Atoms and positions in Å:
Ta 0.09502 0.55604 -0.56676
N 2.47870 -4.31285 1.54439
C 1.39731 -3.54914 1.62906
N 1.35538 -2.27243 1.33902
C 2.52415 -1.67406 0.95090
N 2.61448 -0.36609 0.83094
N 1.43289 0.29735 1.08036
C 1.39741 1.19568 2.00459
C 0.19078 1.96946 2.10016
C -0.00649 3.06046 2.84051
C -1.32115 3.75290 2.83062
C -2.49168 2.86485 2.34824
C -2.06667 1.68234 1.54733
N -0.84397 1.36687 1.28410
C 3.72871 -2.45075 0.74686
C 4.93000 -1.90167 0.27409
C 6.03876 -2.70181 0.13871
C 5.97772 -4.06088 0.48066
C 4.81075 -4.62040 0.94982
C 3.68742 -3.80672 1.07744
H 2.42559 -5.28186 1.82840
H 0.49424 -4.03722 1.97700
H 2.25993 1.35303 2.64424
H 0.80827 3.43813 3.44768
H -1.52247 4.20069 3.80266
H -3.26096 2.59855 3.07295
H -2.83788 1.07819 1.07959
H 4.96552 -0.85041 0.02525
H 6.96827 -2.28459 -0.22267
H 6.86004 -4.67821 0.37949
H 4.76456 -5.66854 1.21749
O -0.99974 6.89976 2.75440
C -1.99276 6.17012 2.24143
O -3.13371 6.47938 2.38685
C -1.62423 4.79229 1.65706
C -2.91018 3.99697 1.29429
C -2.94164 3.32112 -0.03651
C -1.81218 3.18670 -0.74373
C -0.68996 4.11191 -0.54711
C -0.62289 4.87574 0.54104
N -1.60367 1.89707 -1.34102
C -2.53239 1.30589 -1.99441
C -2.61295 -0.15256 -1.87239
C -3.58437 -0.91444 -2.47896
C -3.68050 -2.26637 -2.13956
C -2.80633 -2.79243 -1.20539
C -1.82964 -1.97376 -0.65269
N -1.73775 -0.67736 -0.97131
H -0.11657 6.54566 2.59765
H -3.81904 4.52273 1.57959
H -3.78443 2.65974 -0.20404
H 0.03419 4.22054 -1.34281
H 0.16850 5.61477 0.60335
H -3.33052 1.86295 -2.48021
H -4.26458 -0.46420 -3.19020
H -4.44006 -2.88860 -2.59504
H -2.86729 -3.82831 -0.90220
H -1.09925 -2.35001 0.05537
Cl 2.93073 -2.44007 -3.09974
C 1.41544 -1.68229 -3.59316
C 0.85053 -0.85159 -2.49462
O 0.23418 0.23958 -2.68473
O 0.91740 -1.19869 -1.25139
H 0.69191 -2.46992 -3.82125
H 1.55666 -1.06602 -4.47822
F 5.07438 1.22819 -3.25515
B 3.78440 1.27459 -3.09527
F 1.04572 2.07585 -0.92771
F 2.97715 1.85750 -3.95264
F 3.22458 0.66694 -2.04197

natural (NBO) population analysis, charges in e, atoms 1 to 6: number 1, Ta, carries 2.65; number 2, N, carries -0.51; number 3, C, carries 0.35; number 4, N, carries -0.58; number 5, C, carries 0.46; number 6, N, carries -0.38